No. 1
Here is a structure of composition C3H19HfO8 from the Open Molecules 2025 dataset. Energies are from wB97M-V/def2-TZVPD.

Energy above the lowest of the compared OMol25 structures with the same formula, charge and spin in kJ/mol: 245.54
Total charge: +1
HOMO in eV: -13.38

Structure (XYZ):
```
31
Properties=species:S:1:pos:R:3:mulliken_charge:R:1
Hf -0.534 1.225 -0.720 1.36
O -2.248 0.038 -1.018 -0.40
O 1.086 2.252 -0.416 -0.62
O 3.926 -1.059 -1.004 -0.60
O 0.052 1.019 -2.680 -0.45
O 0.426 -0.489 -0.494 0.01
O 0.011 -2.897 -1.719 -0.66
O -1.763 -2.056 0.599 -0.54
O -1.247 1.454 1.085 -0.65
C -1.858 0.929 2.228 -0.52
C 1.134 -0.901 0.680 -0.95
C 1.181 3.097 0.741 -0.58
H -0.422 -3.604 -1.155 0.33
H 1.882 -1.645 0.550 0.39
H 0.089 -2.179 -1.138 0.36
H 0.842 1.385 -3.144 0.35
H -2.255 -0.027 2.064 0.12
H 1.674 -0.014 1.057 0.40
H -2.874 0.170 -1.728 0.33
H 0.328 3.739 0.540 0.29
H -1.055 -2.341 1.155 0.25
H -2.515 -2.349 1.091 0.24
H -2.650 1.501 2.644 0.26
H -0.915 0.923 2.788 0.29
H 3.708 -1.479 -0.208 0.32
H 2.079 3.623 0.610 0.26
H -2.464 -0.831 -0.737 0.27
H -0.204 0.265 -3.294 0.36
H 3.085 -0.986 -1.431 0.32
H 0.450 -1.238 1.424 0.22
H 1.050 2.473 1.631 0.20
```

No. 2
Here is a cluster of 2 separate species, C3H4FN in total from the Open Molecules 2025 dataset. Energies are from wB97M-V/def2-TZVPD.

Energy above the lowest of the compared OMol25 structures with the same formula, charge and spin in kJ/mol: 427.00
HOMO (alpha / beta) in eV: -9.56 / -9.56

Structure (XYZ):
```
9
Properties=species:S:1:pos:R:3:nbo_charge:R:1
F -0.021 1.954 0.239 -0.25
N 3.210 -0.949 0.125 -0.56
C 2.301 -0.404 -0.291 -0.10
C -1.088 -0.283 0.284 -0.80
C -0.285 0.770 -0.313 0.59
H -0.002 0.490 -1.334 0.23
H -0.746 -1.369 -0.040 0.33
H -1.140 -0.038 1.415 0.27
H -2.229 -0.171 -0.086 0.29
```

No. 3
Here is a structure of composition C2H2FORb from the Open Molecules 2025 dataset. Energies are from wB97M-V/def2-TZVPD.

Energy above the lowest of the compared OMol25 structures with the same formula, charge and spin in kJ/mol: 0.00
HOMO (alpha / beta) in eV: -4.90 / -4.90

Structure (XYZ):
```
7
Properties=species:S:1:pos:R:3:nbo_charge:R:1
Rb -3.779 0.422 1.126 0.86
F 1.859 0.962 -0.561 -0.37
O -0.474 -0.535 1.254 -0.75
C 0.677 -0.593 0.796 0.15
C 0.860 0.002 -0.541 -0.07
H 1.179 -0.765 -1.265 0.17
H -0.322 0.507 -0.810 0.02
```

No. 4
Here is an isolated molecule of C6H9NO from the Open Molecules 2025 dataset. Energies are from wB97M-V/def2-TZVPD.

SMILES: C/C(C=O)=C\N1CC1
Energy above the lowest of the compared OMol25 structures with the same formula, charge and spin in kJ/mol: 567.44
HOMO in eV: -8.89

Structure (XYZ):
```
17
Properties=species:S:1:pos:R:3:nbo_charge:R:1
O -0.031 2.912 -1.959 -0.54
N -1.419 -0.917 -0.194 -0.47
C -1.222 -1.052 1.169 -0.24
C 0.574 2.154 -1.112 0.35
C -0.951 0.221 -0.883 0.08
C 0.290 0.767 -0.554 -0.18
C 1.488 0.369 0.344 -0.66
C -0.640 -2.191 0.346 -0.28
H 1.505 2.685 -1.021 0.15
H -0.607 0.042 1.243 0.20
H -2.108 -1.268 1.661 0.20
H 1.397 1.308 1.028 0.23
H -1.101 -3.218 0.528 0.23
H 2.434 0.340 -0.168 0.23
H 0.495 -2.305 0.209 0.21
H 1.585 -0.522 0.971 0.24
H -1.689 0.674 -1.609 0.25
```

No. 5
Here is a structure of composition C5H10NO from the Open Molecules 2025 dataset. Energies are from wB97M-V/def2-TZVPD.

Energy above the lowest of the compared OMol25 structures with the same formula, charge and spin in kJ/mol: 556.75
Total charge: +1
HOMO (alpha / beta) in eV: -13.93 / -12.89

Structure (XYZ):
```
17
Properties=species:S:1:pos:R:3:nbo_charge:R:1
O -0.305 2.146 0.035 -0.64
N -1.046 -0.075 0.601 -0.40
C -0.089 0.850 -0.084 0.49
C -2.167 -0.641 -0.160 -0.42
C 1.009 -0.078 0.217 -0.01
C 2.443 -0.062 -0.093 -0.67
C 0.144 -0.935 0.801 -0.04
H 2.932 0.799 0.365 0.25
H -2.638 -1.435 0.417 0.24
H 0.422 2.706 -0.266 0.53
H 0.142 -1.915 1.230 0.26
H -0.255 0.168 -2.159 -0.04
H 2.918 -0.971 0.269 0.26
H -2.904 0.132 -0.373 0.25
H -1.408 0.340 1.468 0.44
H -1.785 -1.040 -1.096 0.25
H 2.587 0.010 -1.172 0.26
```

No. 6
Here is a cluster of 5 separate species, C43H78F7O11PS5 in total from the Open Molecules 2025 dataset. Energies are from wB97M-V/def2-TZVPD.

SMILES: CCCCCCCCCCCCCCC[C@@]1(C(F)(F)C(F)(F)C(F)(F)F)[C@H]([PH2]=S)C(=O)O[C@@H]1CCCCOC.O=S1(=O)CCCC1.O=S1(=O)CCCC1.O=S1(=O)CCCC1.O=S1(=O)CCCC1
HOMO in eV: -8.74

Structure (XYZ):
```
145
Properties=species:S:1:pos:R:3:mulliken_charge:R:1
S 6.086 -4.935 1.187 1.14
S -0.140 -4.396 9.849 1.06
S 3.488 0.933 1.357 -0.44
S -1.817 -3.556 -2.439 1.18
S 1.362 -7.935 5.212 1.20
P 1.912 1.777 2.135 0.34
F -2.793 0.566 3.270 -0.25
F -3.112 -1.381 2.265 -0.32
F -1.618 -1.058 0.402 -0.25
F 0.134 -0.744 1.701 -0.38
F -0.321 -0.611 4.490 -0.19
F -1.047 -2.614 3.477 -0.23
F -2.384 -1.432 4.838 -0.30
O 1.057 2.093 6.148 -0.32
O 0.931 -9.294 4.973 -0.71
O -1.117 3.730 0.534 -0.47
O 5.178 -5.257 0.110 -0.65
O -0.122 -4.531 11.287 -0.68
O 7.024 -3.839 1.101 -0.67
O -1.125 -2.359 -2.863 -0.59
O 2.621 -7.625 5.849 -0.63
O -3.213 -3.786 -2.739 -0.71
O 0.227 -5.483 8.969 -0.58
O 1.101 4.526 0.890 -0.55
C 0.064 -7.061 6.068 -0.76
C -1.916 2.610 -5.139 -0.47
C -0.904 1.327 0.889 2.49
C -0.212 3.393 -7.081 -0.79
C -1.434 3.757 -8.076 -0.65
C 0.304 3.587 0.794 -0.10
C -1.563 5.371 -8.189 -0.69
C 6.513 -6.745 3.088 -0.81
C -1.075 1.221 -0.752 -1.93
C 0.592 1.981 0.849 -0.67
C -1.584 -2.258 9.413 -0.72
C -2.062 2.652 -3.520 -0.29
C -0.219 -1.957 8.791 -0.17
C 5.143 -4.772 2.693 -0.69
C -1.626 6.252 -10.729 -0.60
C -1.715 3.308 2.771 -1.41
C 1.458 3.227 5.336 -0.67
C -1.698 2.623 1.334 -0.34
C -0.009 -5.712 5.365 -0.43
C 0.101 -6.016 3.870 -0.41
C 5.101 -6.183 3.265 -0.36
C -0.707 5.922 -9.444 -0.53
C -2.580 1.258 -1.270 -0.31
C -1.354 -1.291 3.853 0.55
C 0.789 -2.934 9.401 -0.74
C -0.872 -4.974 -2.967 -0.79
C -1.150 -0.133 1.409 0.38
C 0.313 3.801 4.381 -0.74
C -1.546 -3.780 -0.685 -0.04
C -0.602 3.483 -5.527 -0.55
C -2.314 8.465 -12.092 -0.43
C -2.071 -0.455 2.651 0.37
C -2.277 10.655 -13.666 -0.92
C -1.903 10.022 -12.220 -0.42
C -2.509 1.249 -2.898 -0.74
C -1.738 -3.772 9.359 -0.60
C 1.253 -7.006 3.685 -0.29
C -1.089 7.569 -11.518 -0.73
C 0.096 -5.230 -1.819 -0.68
C -0.809 2.745 3.949 0.96
C 2.267 1.720 6.888 -0.76
C -0.725 -5.063 -0.538 -0.57
C 6.960 -6.423 1.661 -0.65
H -0.934 -5.185 5.605 0.28
H 2.432 2.948 4.794 0.35
H 1.240 -2.529 10.309 0.35
H -0.434 1.704 3.699 -1.08
H 4.387 -6.795 2.702 0.21
H -0.087 -5.024 0.348 0.19
H -1.599 -1.916 10.454 0.33
H -3.250 11.262 -13.609 0.23
H -2.644 8.058 -13.116 0.26
H 0.544 -6.223 -1.887 0.39
H -1.194 5.912 -7.258 0.29
H 1.067 -7.690 2.857 0.50
H 4.156 -4.368 2.471 0.37
H 2.203 -6.491 3.535 -0.22
H -2.809 3.143 -5.608 0.22
H -0.786 10.135 -12.007 0.32
H -3.134 2.231 -1.016 0.25
H -0.833 -6.469 3.521 0.25
H -3.229 0.374 -0.966 0.23
H -2.885 3.409 -3.295 0.19
H -2.392 -1.753 8.881 0.37
H -3.567 1.022 -3.280 0.37
H 0.101 5.181 -9.757 0.32
H -2.685 5.585 -8.350 0.31
H -1.466 11.402 -13.986 0.26
H 1.534 0.968 3.277 0.02
H 1.749 4.087 6.052 0.38
H 4.793 -6.183 4.312 0.37
H -0.577 2.119 -1.280 0.42
H -3.185 8.382 -11.354 0.27
H 3.063 2.554 6.865 0.36
H -1.931 -4.112 8.339 0.24
H -1.565 -5.809 -3.091 0.33
H -1.482 2.616 4.878 0.62
H 2.054 1.526 7.992 0.24
H -2.508 -3.857 -0.177 0.51
H -1.662 5.338 -11.428 0.26
H -0.199 6.907 -9.122 0.29
H -2.823 2.571 1.081 0.69
H -1.000 -2.913 -0.316 -0.26
H -1.071 3.060 -3.131 0.15
H -0.678 4.568 -5.159 0.22
H 2.342 3.060 2.636 0.10
H 6.679 -7.215 0.965 0.35
H 7.188 -6.265 3.803 0.34
H -2.420 3.281 -7.734 0.38
H -0.373 -4.758 -3.911 0.42
H 6.546 -7.820 3.278 0.34
H -0.206 4.656 4.956 0.45
H -0.449 0.347 -1.177 0.50
H 0.283 2.384 -7.334 0.38
H 2.760 0.821 6.367 0.26
H 0.904 -4.492 -1.839 0.32
H 0.266 3.005 -4.932 0.38
H 1.074 1.517 -0.090 0.75
H -2.807 3.280 3.150 0.35
H 0.831 -5.082 5.677 0.27
H 0.586 4.206 -7.277 0.31
H -2.400 9.861 -14.471 0.30
H 8.034 -6.244 1.605 0.39
H -0.406 7.214 -12.366 0.19
H -1.738 1.555 -5.527 0.26
H -0.473 8.261 -10.852 0.39
H -2.513 10.599 -11.439 0.23
H -2.507 -4.150 10.032 0.43
H 0.264 -5.108 3.284 0.17
H 0.827 4.293 3.492 0.14
H -0.271 -2.110 7.708 0.05
H 5.687 -4.095 3.355 0.37
H -1.495 4.439 2.692 0.54
H -1.105 3.376 -9.111 0.34
H 0.305 -6.980 7.127 0.36
H 1.569 -3.205 8.689 0.39
H -1.836 0.398 -3.278 0.29
H -2.689 6.463 -10.372 0.35
H -0.862 -7.624 5.934 0.40
H -1.397 -5.919 -0.422 0.30
H 0.084 -0.921 8.961 0.25
```